(1)
DFT (ωB97M-V/def2-TZVPD) results for an isolated molecule of C5H9NO.

CARTESIAN COORDINATES (ANGSTROEM)
C  -1.43457  -1.37959  -0.04147
C  -0.66300  -0.17643  -0.59878
C  -0.78409  1.38190  -0.33918
C  0.72628  1.42824  0.05809
C  0.69168  -0.07645  0.03484
N  1.33063  -1.05229  0.51921
O  2.49243  -0.64577  1.17339
H  -2.31267  -1.66811  -0.62408
H  -1.70650  -1.28133  1.01506
H  -0.72490  -2.21724  -0.08383
H  -0.57354  -0.30847  -1.68391
H  -1.01991  1.96518  -1.23524
H  -1.44428  1.70917  0.46834
H  0.98405  1.88286  1.01882
H  1.38471  1.85223  -0.70870
H  3.05368  -1.41388  1.02746

Output
DFT total energy, Eh: -325.81946
ΔE to the lowest compared entry with this formula, charge and spin, eV: 3.2135
Multiplicity: 1
SMILES: C[C@H]1CC/C1=N\O
Strongest force on any atom, eV/A: 0.60


(2)
DFT (ωB97M-V/def2-TZVPD) results for a structure of composition C5H9NO at a distorted geometry.

CARTESIAN COORDINATES (ANGSTROEM)
C  1.45594  0.69583  0.06312
C  0.15649  -0.05708  0.11660
C  0.22980  -1.29608  1.03659
C  -1.36516  1.20685  0.04258
N  -1.53845  0.50807  -1.21391
C  -0.54246  -0.41921  -1.17894
O  -0.33348  -1.37868  -1.88392
H  2.23104  0.02039  -0.31397
H  1.76241  1.04214  1.05775
H  1.38078  1.55568  -0.60368
H  0.65008  -1.07679  2.02526
H  0.89695  -2.01813  0.54203
H  -0.73482  -1.79800  1.16832
H  -0.93890  0.57252  0.88529
H  -0.79969  2.12387  -0.11356
H  -2.43760  0.26049  -1.60783

Output
DFT total energy, Eh: -325.79132
ΔE to the lowest compared entry with this formula, charge and spin, eV: 3.9793
Multiplicity: 1
Strongest force on any atom, eV/A: 1.74


(3)
DFT (ωB97M-V/def2-TZVPD) results for a structure of composition C5H9NO.

CARTESIAN COORDINATES (ANGSTROEM)
C  -0.54944  -2.20986  0.45869
C  0.29511  -1.38705  1.34185
N  0.83503  -1.12739  2.38495
O  0.93758  0.02154  0.40868
C  0.03675  1.02011  0.04975
C  -0.46797  1.02191  -1.36333
C  0.50722  2.07481  -0.90122
H  -1.33705  -1.59576  0.01330
H  0.05672  -2.63292  -0.34604
H  -0.99571  -3.01693  1.04500
H  1.23349  -0.12455  1.64438
H  -0.65691  1.31894  0.83996
H  -0.08128  0.24423  -2.01625
H  -1.49807  1.31194  -1.55135
H  1.53320  1.98923  -1.24558
H  0.15132  3.09176  -0.76280

Output
DFT total energy, Eh: -325.77519
ΔE to the lowest compared entry with this formula, charge and spin, eV: 4.4183
Multiplicity: 1
Strongest force on any atom, eV/A: 0.74


(4)
DFT (ωB97M-V/def2-TZVPD) results for a structure of composition C5H9NO at a distorted geometry.

CARTESIAN COORDINATES (ANGSTROEM)
C  -1.07650  -1.03166  0.21729
C  -0.21281  0.21389  0.10836
C  -1.06328  1.44669  0.54295
C  1.51300  -0.68176  0.40138
N  1.54700  -0.48842  -0.99079
C  0.60111  0.50258  -1.12095
O  0.58088  1.44317  -1.88246
H  -2.06892  -0.94094  -0.24178
H  -1.22422  -1.20270  1.29093
H  -0.56582  -1.89666  -0.20653
H  -1.48489  1.35588  1.54584
H  -1.94742  1.51898  -0.12486
H  -0.57578  2.42066  0.44820
H  2.08560  -0.00220  1.01800
H  1.77715  -1.72460  0.68298
H  2.11490  -0.93290  -1.68858

Output
DFT total energy, Eh: -325.83603
ΔE to the lowest compared entry with this formula, charge and spin, eV: 2.7628
Multiplicity: 1
Strongest force on any atom, eV/A: 1.20


(5)
DFT (ωB97M-V/def2-TZVPD) results for an isolated molecule of C5H9NO at a distorted geometry.

CARTESIAN COORDINATES (ANGSTROEM)
C  0.07189  -1.40059  -1.12276
C  0.64167  -0.77234  0.14487
O  1.95710  -0.42037  -0.17557
C  -0.39870  0.50746  0.84219
C  -0.10767  1.75424  0.05545
C  -1.80353  0.06549  0.78500
N  -2.88404  -0.34182  0.70004
H  -0.99761  -1.54209  -0.99712
H  0.50503  -2.36857  -1.42864
H  0.26803  -0.71749  -1.96147
H  0.45902  -1.17962  1.10240
H  2.52978  -0.37615  0.59801
H  -0.21812  0.68892  1.93378
H  -0.58686  2.66572  0.41769
H  -0.41451  1.56066  -0.97278
H  0.97852  1.87655  0.07889

Output
DFT total energy, Eh: -325.85556
ΔE to the lowest compared entry with this formula, charge and spin, eV: 2.2312
Multiplicity: 1
SMILES: C[C@@H](O)[C@@H](C)C#N
Strongest force on any atom, eV/A: 2.71


(6)
DFT (ωB97M-V/def2-TZVPD) results for a cluster of 2 separate species, C5H9NO in total at a distorted geometry.

CARTESIAN COORDINATES (ANGSTROEM)
C  -1.34907  -0.14736  1.22309
C  -1.24952  0.13183  -0.25486
N  -0.79843  1.45790  -0.66404
C  0.06668  0.29379  -0.91882
C  1.41952  0.34880  -0.11826
C  1.64379  -1.69674  -0.42623
O  2.11066  -2.48567  0.25633
H  -0.63383  0.46477  1.77976
H  -2.35003  0.08261  1.59964
H  -1.13965  -1.20429  1.42585
H  -2.03720  -0.32709  -0.85672
H  -1.28239  1.78524  -1.49823
H  0.12091  -0.06236  -1.95610
H  1.25004  1.07420  0.65055
H  2.18337  0.65958  -0.83568
H  2.04514  -0.37520  0.59372

Output
DFT total energy, Eh: -325.78115
ΔE to the lowest compared entry with this formula, charge and spin, eV: 4.2559
Multiplicity: 1
Strongest force on any atom, eV/A: 4.52


(7)
DFT (ωB97M-V/def2-TZVPD) results for an isolated molecule of C5H9NO.

CARTESIAN COORDINATES (ANGSTROEM)
C  0.65260  0.73900  1.57407
C  0.08282  0.26574  0.25383
C  -0.33316  1.21581  -0.87608
C  0.73359  -0.94066  -0.47133
N  -0.58706  -1.28614  -1.07875
C  -1.21242  -0.48058  0.16716
O  -2.28093  -0.64787  0.64516
H  -0.04354  1.43689  2.04897
H  1.58882  1.27807  1.39285
H  0.85088  -0.08474  2.27267
H  -0.96044  2.02589  -0.49482
H  -0.76240  -0.44641  -1.73350
H  0.55845  1.62094  -1.37466
H  1.49958  -0.70929  -1.21335
H  1.05275  -1.74205  0.20096
H  -0.83955  -2.24460  -1.31320

Output
DFT total energy, Eh: -325.77258
ΔE to the lowest compared entry with this formula, charge and spin, eV: 4.4892
Multiplicity: 1
Strongest force on any atom, eV/A: 0.77


(8)
DFT (ωB97M-V/def2-TZVPD) results for an isolated molecule of C5H9NO.

CARTESIAN COORDINATES (ANGSTROEM)
H  0.48500  2.10459  1.04008
N  1.24276  1.78422  0.43491
C  1.24654  0.52592  0.30863
C  2.25998  -0.18220  -0.54897
O  0.34686  -0.35813  0.85712
C  -0.99991  0.04673  0.80804
C  -1.92298  -0.98539  0.25207
C  -1.57614  0.23418  -0.56159
H  3.19115  -0.36793  -0.00422
H  1.84582  -1.13957  -0.87611
H  2.49457  0.44728  -1.41324
H  -1.32892  0.67614  1.63538
H  -1.44402  -1.91679  -0.03473
H  -2.92390  -1.07848  0.66486
H  -0.88544  0.10073  -1.39132
H  -2.32754  1.00295  -0.71473

Output
DFT total energy, Eh: -325.86227
ΔE to the lowest compared entry with this formula, charge and spin, eV: 2.0485
Multiplicity: 1
SMILES: [H]/N=C(/C)OC1CC1
Strongest force on any atom, eV/A: 0.39


What is the formula in the third record? C5H9NO


The highest strongest force on any atom belongs to which entry? number 6


DFT total energy of number 7 (C5H9NO)? -325.77258 Eh


Number 3 is which compound? C5H9NO